1.
C6H13NO in the gas phase at a distorted geometry, computed with ωB97M-V with the def2-TZVPD basis set.

Results
SMILES string = CN1O[C@H]1C(C)(C)C
total energy = -366.27043 hartree
multiplicity = 1
frontier orbital gap = 0.386 Ha
LUMO = 0.9235 eV
highest occupied orbital energy = -9.57 eV

Last column: Löwdin charge in e.
Positions of all 21 atoms, in Å:
C  0.67917  0.25229  0.28869  -0.41
C  -1.53644  1.53612  0.30589  -0.02
C  -1.47913  -0.89508  0.85066  -0.07
C  -0.82748  -0.15655  -1.51587  -0.05
C  2.88738  -0.79932  0.08879  -0.03
C  -0.83164  0.14823  0.00622  -0.53
N  1.62812  -0.31749  -0.60313  -0.05
O  1.35920  1.11095  -0.47692  0.01
H  0.96888  0.21165  1.35372  0.15
H  -2.38507  1.38884  1.10974  0.11
H  -1.99535  1.88765  -0.54926  0.03
H  -0.75206  2.25488  0.73209  0.10
H  -2.55095  -1.00793  0.81594  0.08
H  -1.12981  -1.94932  0.48925  0.12
H  -1.10528  -0.81135  1.81669  0.05
H  -1.85352  -0.31802  -1.86116  0.08
H  -0.16949  -0.92512  -1.78162  0.05
H  -0.51561  0.88997  -1.94852  0.12
H  2.64109  -1.01471  1.12672  0.06
H  3.35230  -1.63082  -0.36183  0.05
H  3.61570  0.14514  0.11391  0.13

Cartesian forces, eV/Å:
C -1.80 -1.22 1.89
C 1.08 -1.22 3.70
C 0.99 -3.48 -2.11
C -1.89 3.94 0.20
C 0.08 4.54 0.87
C 0.13 0.76 -1.20
N 0.76 -1.76 0.08
O 2.02 1.78 -0.71
H -0.16 0.18 -0.19
H 1.76 0.36 -1.44
H -0.75 1.06 -1.79
H -1.34 -0.67 -0.73
H -0.39 0.64 0.00
H -0.33 1.56 0.59
H 0.19 0.15 2.13
H 0.11 -0.20 -0.03
H 0.74 -0.96 -0.48
H -0.28 -2.31 0.17
H 0.18 -0.21 0.08
H 0.20 -0.77 -0.95
H -1.30 -2.19 -0.12

2.
C6H13NO in the gas phase at a distorted geometry, computed with ωB97M-V with the def2-TZVPD basis set.

Results
SMILES string = CCCCC(=O)NC
total energy = -366.36451 hartree
multiplicity = 1
frontier orbital gap = 0.380 Ha
LUMO = 0.8615 eV
highest occupied orbital energy = -9.48 eV

Last column: Löwdin charge in e.
Positions of all 21 atoms, in Å:
C  1.03764  2.43872  1.44077  -0.15
C  -0.09690  1.95114  0.64795  -0.30
C  0.14021  0.78144  -0.39236  -0.19
C  0.64401  -0.55026  0.16577  -0.11
C  -0.54507  -1.41199  0.59372  -0.46
N  -0.84017  -2.44650  -0.30610  -0.01
C  -0.78023  -2.17338  -1.77137  -0.10
O  -1.09390  -1.37431  1.69514  0.04
H  0.99309  3.43712  1.94718  0.09
H  1.83702  2.64405  0.63467  0.09
H  1.51011  1.60067  2.02104  0.08
H  -0.65847  2.76134  0.17961  0.10
H  -0.78447  1.34275  1.38687  0.13
H  0.93056  1.22769  -1.00922  0.10
H  -0.76494  0.75130  -1.02282  0.12
H  1.14921  -1.03414  -0.56593  0.07
H  1.33543  -0.41556  0.90070  0.09
H  -1.60269  -3.09167  -0.01938  0.14
H  -1.87297  -1.95438  -2.25477  0.12
H  -0.36590  -3.15449  -2.31904  0.11
H  -0.17157  -1.32953  -1.95243  0.02

Cartesian forces, eV/Å:
C 3.82 0.32 -1.42
C -3.55 -3.28 1.46
C 1.00 2.73 0.05
C -4.14 1.19 -0.30
C -0.02 -1.60 1.29
N -0.77 0.62 -0.82
C -2.33 -3.14 -0.97
O 0.70 0.37 -1.31
H -0.54 -1.28 0.01
H -0.55 -0.08 1.09
H -0.58 1.13 0.05
H -0.05 -0.19 0.00
H 0.51 1.77 -1.05
H 0.05 -0.45 -0.47
H 0.34 -0.46 0.34
H 1.48 -1.59 -2.34
H 1.48 0.46 2.58
H 0.81 1.01 -0.11
H 2.52 -0.47 1.26
H -0.80 2.35 1.06
H 0.62 0.59 -0.41

3.
C6H13NO in the gas phase at a distorted geometry, computed with ωB97M-V with the def2-TZVPD basis set.

Results
SMILES string = CN[C@H](C=O)C(C)C
total energy = -366.37801 hartree
multiplicity = 1
frontier orbital gap = 0.367 Ha
LUMO = 0.9477 eV
highest occupied orbital energy = -9.03 eV

Last column: Löwdin charge in e.
Positions of all 21 atoms, in Å:
C  -2.28440  -0.78133  -0.18933  -0.11
N  -0.95492  -0.98265  -0.71482  -0.08
C  -0.01537  0.13271  -0.64649  -0.31
C  0.33537  0.64448  0.76625  -0.37
C  -0.60614  1.71050  1.32785  -0.07
C  0.49136  -0.51185  1.78116  -0.06
C  1.24026  -0.32150  -1.36560  -0.21
O  2.32884  0.15093  -1.19848  0.07
H  -2.20637  -0.25442  0.75314  0.04
H  -2.71051  -1.74867  0.09238  0.08
H  -2.98438  -0.25985  -0.84388  0.08
H  -0.92180  -1.39462  -1.64427  0.10
H  -0.34004  1.01984  -1.18155  0.14
H  1.33777  1.05513  0.66171  0.12
H  -0.65358  2.54478  0.63386  0.08
H  -0.29591  1.97876  2.33690  0.08
H  -1.62850  1.37221  1.48231  0.06
H  1.09190  -1.31761  1.37297  0.08
H  0.93152  -0.11349  2.68401  0.07
H  -0.48640  -0.90508  2.05801  0.07
H  1.09432  -1.14560  -2.08636  0.12

Cartesian forces, eV/Å:
C -0.05 -0.55 0.31
N 0.71 0.13 -0.10
C -0.05 -0.24 0.48
C -0.04 -1.06 0.66
C -0.02 -0.34 -0.15
C -0.56 0.45 -0.53
C 0.01 0.05 0.19
O 0.17 0.04 -0.07
H -0.08 0.16 -0.06
H -0.09 0.00 -0.29
H -0.03 0.19 -0.11
H -0.33 0.09 0.29
H -0.35 0.44 -0.55
H -0.04 0.40 -0.09
H 0.07 0.42 0.27
H 0.34 0.48 -0.17
H -0.05 -0.19 -0.23
H 0.14 -0.12 0.09
H 0.32 -0.02 0.27
H -0.01 -0.19 -0.04
H -0.02 -0.13 -0.15

4.
2 unconnected molecules or ions with the total composition C6H13NO at a distorted geometry, computed with ωB97M-V with the def2-TZVPD basis set.

Results
total energy = -365.85737 hartree
multiplicity = 2
frontier orbital gap (alpha / beta) = 0.273 / 0.268 Ha
LUMO (alpha / beta) = -7.2955 / -7.4745 eV
total charge = +1
highest occupied orbital energy (alpha / beta) = -14.73 / -14.77 eV

Last column: Löwdin charge in e.
Positions of all 21 atoms, in Å:
O  -2.89841  0.88368  -0.90091  0.08
C  -2.00649  0.13134  -0.42170  -0.29
C  -1.59274  0.00721  0.93319  0.14
N  -0.29523  -0.39243  1.46804  0.08
C  0.90102  0.26408  1.15088  -0.17
C  1.65472  -0.36805  -0.07062  -0.44
C  2.55567  0.59852  -0.87162  -0.06
C  0.94279  -1.16976  -0.97617  -0.11
H  -1.74091  -0.75347  -1.05400  0.15
H  -2.27809  0.08676  1.78613  0.16
H  -0.70626  1.39462  -0.78886  0.31
H  -0.35875  -0.90315  2.33131  0.16
H  0.87442  1.45769  0.97407  0.18
H  1.64560  -0.00860  2.08690  0.19
H  2.50564  -0.95692  0.43706  0.16
H  2.11648  1.55742  -1.11937  0.08
H  2.80554  0.36918  -1.82623  0.04
H  3.47696  0.75127  -0.33786  0.09
H  0.98340  -2.24130  -0.77383  0.11
H  -0.06900  -0.82751  -1.20932  0.03
H  1.26906  -1.02851  -2.03878  0.12

Cartesian forces, eV/Å:
O 0.96 -0.81 1.55
C -1.13 1.61 -3.77
C 4.90 -1.86 4.97
N -6.76 2.22 -2.35
C 4.92 1.02 0.19
C 4.97 1.49 2.27
C -0.83 2.03 2.92
C -2.61 -2.32 -4.16
H 0.11 0.44 0.60
H -0.50 -0.56 -0.69
H -0.38 -0.65 0.22
H -0.15 0.34 0.58
H -0.62 -2.69 0.73
H -2.06 1.33 -2.16
H -1.61 0.14 -0.77
H -0.48 0.72 0.73
H 0.76 -2.05 -2.72
H 0.35 0.51 0.21
H -0.47 0.06 -0.02
H 0.09 -0.44 0.73
H 0.52 -0.52 0.95

5.
2 unconnected molecules or ions with the total composition C6H13NO2, computed with ωB97M-V with the def2-TZVPD basis set.

Results
total energy = -441.53207 hartree
multiplicity = 1
frontier orbital gap (alpha / beta) = 0.307 / 0.307 Ha
LUMO (alpha / beta) = 0.3871 / 0.3869 eV
highest occupied orbital energy (alpha / beta) = -7.98 / -7.98 eV

Last column: Löwdin charge in e.
Positions of all 22 atoms, in Å:
C  -0.26491  0.05531  1.08509  -0.22
C  0.91376  -0.17554  1.97682  -0.04
C  -1.43732  0.69766  1.77255  -0.04
C  0.48079  -0.64365  -2.53667  -0.01
C  -0.45467  -0.47388  -0.18334  -0.30
C  0.65358  -0.62138  -1.04906  -0.29
N  -1.68863  -0.27603  -0.88604  0.07
O  0.88737  1.47990  -0.46756  -0.29
O  1.78113  -1.18259  -0.57789  0.08
H  1.33634  2.32698  -0.32839  -0.04
H  2.48899  -1.06742  -1.22404  0.13
H  -1.91176  0.71273  -0.96636  0.09
H  -2.46161  -0.74195  -0.43148  0.08
H  1.16440  0.75006  2.49528  0.09
H  0.63480  -0.91416  2.73965  0.10
H  1.78700  -0.54394  1.45683  0.07
H  -1.12028  1.20711  2.68091  0.08
H  -1.92116  1.42387  1.12100  0.08
H  -2.18406  -0.05316  2.05594  0.10
H  0.00439  -1.57827  -2.84354  0.10
H  -0.14208  0.18190  -2.86408  0.09
H  1.45394  -0.56354  -3.02563  0.09

Cartesian forces, eV/Å:
C -0.18 -0.75 -0.31
C 0.09 0.09 -0.13
C 0.11 0.07 -0.03
C 0.21 0.40 0.07
C 0.02 0.44 0.35
C 0.35 -0.86 0.15
N -0.17 -0.01 -0.01
O -0.37 0.23 0.77
O -0.39 0.46 -0.22
H 0.37 -0.13 -0.67
H -0.04 0.00 -0.03
H 0.06 -0.04 -0.02
H 0.01 0.02 0.03
H -0.03 -0.01 -0.01
H -0.08 0.07 -0.05
H -0.03 0.06 0.00
H 0.02 -0.02 -0.01
H -0.03 -0.03 -0.02
H 0.07 0.03 -0.09
H 0.02 0.02 0.14
H -0.01 -0.04 0.05
H -0.01 -0.02 0.03

6.
2 unconnected molecules or ions with the total composition C6H13NO2 at a distorted geometry, computed with ωB97M-V with the def2-TZVPD basis set.

Results
SMILES string = CC(=O)[C@H](C)N.C=CO
total energy = -441.60665 hartree
multiplicity = 1
frontier orbital gap = 0.366 Ha
LUMO = 0.8211 eV
highest occupied orbital energy = -9.14 eV

Last column: Löwdin charge in e.
Positions of all 22 atoms, in Å:
C  -0.76585  1.23899  0.16394  -0.40
C  -2.09628  0.50541  0.30658  -0.07
N  -0.97363  2.60095  -0.34165  0.04
H  -1.61460  3.10091  0.27295  0.07
H  -1.43896  2.55063  -1.24936  0.09
H  -0.27361  1.29423  1.14060  0.13
H  0.41944  -0.96523  1.30761  0.11
H  -2.84695  1.12868  0.80449  0.08
H  -2.50383  0.20156  -0.66347  0.08
H  -1.97026  -0.40045  0.90885  0.07
C  1.63181  0.96707  -0.86615  -0.02
C  0.94469  -1.89662  0.98914  -0.29
C  0.19858  0.49692  -0.84707  -0.41
C  0.38087  -2.84190  0.23866  0.01
O  2.24896  -1.88793  1.38759  -0.01
O  -0.25426  -0.18553  -1.76677  0.06
H  2.69327  -2.66889  1.01291  0.11
H  1.91580  1.36674  0.10995  0.08
H  1.75601  1.73155  -1.63593  0.09
H  2.27818  0.11101  -1.07641  0.08
H  -0.66466  -2.76127  -0.04265  0.06
H  0.93529  -3.68683  -0.15379  0.06

Cartesian forces, eV/Å:
C -0.50 -0.74 -0.45
C 0.00 -0.53 0.18
N 0.31 0.10 -0.29
H 0.25 -0.15 -0.08
H 0.15 -0.02 0.22
H 0.06 0.14 -0.12
H 0.44 -1.05 -0.08
H 0.23 0.00 0.01
H 0.20 0.12 0.08
H -0.10 -0.03 -0.07
C 0.15 -0.62 0.70
C -0.33 0.23 -0.28
C -1.31 0.81 -1.91
C -0.26 0.47 0.24
O 0.15 -0.17 -0.14
O 0.60 0.81 1.86
H -0.21 0.35 0.22
H 0.03 0.15 -0.17
H -0.08 -0.09 0.09
H -0.04 0.15 -0.17
H 0.23 0.06 0.01
H 0.04 -0.01 0.16

Calculated relative energy (zero: lowest compared OMol25 entry of this formula, charge and spin), 429.20, 182.20, 146.74, 663.13, 388.40, 192.59 kJ/mol (same order as the records).